{"formula": "C23H43FO5PbSSi", "method": "the ωB97M-V functional and the def2-TZVPD basis", "species": ["Pb", "S", "Si", "F", "O", "O", "O", "O", "O", "C", "C", "C", "C", "C", "C", "C", "C", "C", "C", "C", "C", "C", "C", "C", "C", "C", "C", "C", "C", "C", "C", "C", "H", "H", "H", "H", "H", "H", "H", "H", "H", "H", "H", "H", "H", "H", "H", "H", "H", "H", "H", "H", "H", "H", "H", "H", "H", "H", "H", "H", "H", "H", "H", "H", "H", "H", "H", "H", "H", "H", "H", "H", "H", "H", "H"], "coordinates": [[-0.2968, -0.0058, -0.1259], [-0.9694, -2.5118, -0.0415], [-1.1097, -2.2976, 2.0497], [-0.1489, 3.6918, -5.2560], [2.8246, -1.3534, 0.4245], [0.1266, -2.8996, 2.9093], [-2.4611, -2.9025, 2.7065], [-0.9996, -0.6355, 2.2251], [2.6074, 1.1499, -1.2100], [-4.6226, -3.2125, 3.5933], [-0.3334, -4.4377, 4.7052], [0.7951, 0.1502, 3.6710], [3.8215, -0.4020, 0.1385], [-0.7277, 2.9841, -4.2569], [3.0806, -2.6309, -0.1249], [3.6889, 0.2443, -1.2300], [-4.2459, -1.5988, 1.7034], [1.9242, -4.2562, 3.6224], [-1.7810, 2.9182, -2.1204], [-3.8405, -2.9373, 2.3136], [-0.8176, 1.6118, -4.3721], [-1.3915, 0.8930, -3.3357], [2.4114, 1.8038, -2.4469], [-1.8853, 1.5237, -2.1828], [-2.3830, 0.7177, -1.0484], [-1.2064, 3.6515, -3.1483], [-1.1751, 1.5734, 3.0678], [-0.7076, 0.1603, 3.3982], [0.0069, -5.2665, 2.3601], [-1.4838, -0.3736, 4.6003], [-4.0455, -4.0658, 1.3069], [0.4163, -4.2179, 3.3915], [1.5573, 2.4692, -2.3259], [3.7272, 0.3818, 0.8921], [1.0350, 0.8160, 4.5009], [2.1882, -3.2267, 0.0482], [-3.4032, -3.9076, 0.4406], [-5.0859, -4.0932, 0.9809], [2.2364, -5.2647, 3.8968], [3.9466, -3.0927, 0.3645], [-4.4842, -2.3948, 4.3024], [-1.1376, 4.7305, -3.1014], [-1.1931, -1.4023, 4.8158], [0.4443, -5.0294, 1.3888], [1.1232, -0.8582, 3.9092], [-0.0066, -3.7081, 5.4484], [-0.6206, 1.9731, 2.2144], [2.4409, -3.9512, 2.7117], [2.1921, 1.0884, -3.2482], [-5.2957, -1.6147, 1.4097], [-1.0157, 2.2305, 3.9223], [3.2687, -2.5861, -1.2030], [-3.6362, -1.3946, 0.8204], [2.2033, -3.5711, 4.4242], [-0.1416, -5.4405, 5.0896], [-1.4025, -4.3128, 4.5355], [-2.9489, -0.1530, -1.3815], [4.6210, 0.7804, -1.4555], [-1.4727, -0.1870, -3.4089], [-2.2378, 1.5665, 2.8187], [-2.1617, 3.4350, -1.2471], [-3.7954, -5.0279, 1.7582], [3.5397, -0.5138, -2.0109], [-0.4481, 1.1209, -5.2631], [4.8176, -0.8564, 0.2181], [0.3441, -6.2556, 2.6701], [1.3387, 0.4798, 2.7819], [-1.2795, 0.2445, 5.4745], [-2.5558, -0.3532, 4.3962], [-1.0795, -5.2799, 2.2493], [-5.6861, -3.3210, 3.3773], [-4.2606, -4.1331, 4.0531], [-4.0957, -0.7902, 2.4220], [-2.9920, 1.3021, -0.3569], [3.2926, 2.3893, -2.7327]], "atomic_forces_ev_per_a": [[-0.19, 0.40, -0.01], [-0.06, -0.35, 0.28], [0.13, 0.01, -0.71], [-0.02, 0.03, -0.03], [-0.19, -0.03, -0.04], [0.12, 0.04, 0.21], [-0.13, -0.14, 0.20], [0.03, 0.03, 0.04], [0.03, -0.05, 0.00], [0.10, 0.03, -0.07], [0.04, 0.11, -0.18], [-0.13, -0.14, -0.22], [0.07, 0.10, -0.17], [0.01, -0.07, 0.00], [-0.02, 0.11, 0.05], [0.01, 0.04, 0.10], [0.17, -0.02, 0.03], [-0.14, 0.04, -0.06], [0.08, -0.04, 0.00], [-0.23, 0.03, -0.05], [0.01, 0.03, -0.08], [0.00, 0.03, 0.16], [-0.04, -0.03, 0.03], [0.00, -0.07, -0.04], [0.02, -0.01, 0.06], [-0.02, 0.04, 0.01], [-0.07, -0.17, -0.09], [0.00, 0.32, 0.35], [-0.02, 0.21, -0.04], [0.01, -0.09, -0.25], [0.13, 0.06, 0.08], [0.08, -0.20, 0.14], [0.01, 0.00, -0.04], [0.07, -0.01, 0.02], [-0.03, 0.01, -0.01], [-0.02, -0.07, 0.01], [-0.05, -0.02, -0.04], [0.00, -0.02, -0.01], [0.04, 0.02, 0.02], [-0.01, -0.02, -0.02], [-0.02, 0.00, 0.01], [0.02, -0.01, 0.00], [0.00, 0.00, 0.06], [0.03, -0.04, 0.01], [0.06, -0.06, 0.03], [-0.01, -0.01, 0.01], [0.02, 0.04, 0.03], [0.03, -0.05, 0.00], [0.00, -0.01, 0.01], [-0.01, 0.00, 0.00], [0.01, 0.04, -0.02], [-0.01, -0.01, 0.01], [-0.07, 0.03, -0.02], [0.01, 0.02, -0.02], [0.00, 0.00, 0.01], [-0.03, -0.05, 0.06], [0.10, -0.06, 0.09], [0.02, -0.01, -0.04], [0.01, 0.01, -0.06], [0.01, 0.03, 0.01], [0.00, 0.02, -0.01], [0.00, 0.01, 0.01], [0.01, 0.01, 0.00], [0.02, 0.02, 0.01], [0.01, 0.01, 0.05], [-0.04, -0.02, 0.01], [0.01, 0.03, 0.03], [0.01, -0.01, 0.01], [0.01, -0.01, 0.03], [0.01, -0.05, -0.02], [-0.01, 0.02, 0.01], [-0.03, -0.01, 0.00], [-0.01, 0.00, 0.00], [0.08, -0.02, 0.06], [0.00, 0.01, 0.02]], "max_force_ha_per_bohr": 0.014, "e_tot_ev": -61469.197, "homo_ev": -7.120, "charge": 0}


{"formula": "C23H43GaO10P", "method": "the ωB97M-V functional and the def2-TZVPD basis", "species": ["Ga", "P", "O", "O", "O", "O", "O", "O", "O", "O", "O", "O", "C", "C", "C", "C", "C", "C", "C", "C", "C", "C", "C", "C", "C", "C", "C", "C", "C", "C", "C", "C", "C", "C", "C", "H", "H", "H", "H", "H", "H", "H", "H", "H", "H", "H", "H", "H", "H", "H", "H", "H", "H", "H", "H", "H", "H", "H", "H", "H", "H", "H", "H", "H", "H", "H", "H", "H", "H", "H", "H", "H", "H", "H", "H", "H", "H", "H"], "coordinates": [[-2.3822, 2.4458, 0.2968], [-0.7731, 1.1929, 1.4373], [-3.1294, 8.5889, 2.2603], [6.5802, -3.6407, 1.9370], [-1.4099, 9.9986, 2.6322], [-3.2257, -4.9141, -0.5595], [-2.8701, -5.7399, -2.6268], [-0.8060, -0.5202, 1.1280], [-1.0935, 1.3732, 3.0063], [-4.0593, -3.7970, -2.3786], [-3.4780, 10.8505, 2.1347], [0.8365, 1.8894, 1.2025], [-2.7667, -6.2491, -0.4177], [-1.8808, -6.3963, 0.8033], [5.6945, -4.3986, 2.8619], [-3.5698, -0.1229, -1.0600], [-2.0603, -6.4705, -1.7215], [5.7229, -0.9271, -0.9195], [5.6885, -2.9284, 0.9851], [0.8938, -0.7064, -1.8781], [4.1702, -1.2988, -1.3064], [-0.9925, 8.6960, 3.0041], [-3.7555, 3.3133, 1.6411], [-2.7387, 9.8983, 2.3260], [-0.4150, -0.5741, -2.8925], [-3.2961, 1.4778, -1.2835], [-4.5871, 3.9484, 2.5935], [6.5525, -2.1357, -0.1739], [-1.9321, 7.8287, 2.2213], [-1.6354, -1.5748, -2.4055], [-2.1414, 6.4477, 2.8099], [-3.4400, -4.7328, -1.8984], [2.1656, -0.0001, -2.7016], [-3.1230, -0.8873, -2.4455], [3.3772, 0.1445, -1.5948], [-1.3401, 5.7697, 2.4998], [-3.2529, -0.1442, -3.3694], [-0.0231, -0.9279, -3.9547], [-3.1016, 6.0292, 2.4909], [-1.6290, 7.7447, 1.1704], [-2.0148, -7.5257, -2.0046], [4.1117, 1.0115, -1.8864], [1.8143, 1.0483, -3.0878], [4.5799, -4.2771, 2.4775], [5.0816, -3.7788, 0.4075], [-1.7903, -7.4485, 1.0909], [1.0673, 1.8051, 0.2192], [-1.6419, -0.8744, 1.5735], [-4.7509, -0.2732, -0.9730], [4.9686, -2.2433, 1.6071], [5.9653, -5.5582, 2.8730], [-4.9343, 4.7078, 3.4468], [-2.2864, -5.8324, 1.6497], [-2.1542, 6.4743, 3.9049], [-4.3642, 1.9783, -1.4544], [-3.6495, -6.8925, -0.3183], [5.8134, 0.1000, -0.3291], [0.7636, -0.0556, -0.9048], [7.4776, -1.6391, 0.3846], [2.9011, 0.4394, -0.5426], [-3.9024, -1.7532, -2.6245], [-1.3929, -2.0316, -1.3513], [7.0441, -2.9074, -0.9405], [-0.7545, 0.5452, -2.9296], [6.2875, -0.7353, -1.9531], [-3.1193, -0.5748, -0.0792], [-1.6359, -2.4819, -3.1817], [-1.5925, 3.7180, -0.3475], [-0.8724, -6.0106, 0.6182], [-2.6624, 1.7068, -2.2572], [0.0555, 8.5325, 2.7383], [-1.1079, 8.5987, 4.0896], [-1.0501, -6.0464, -1.7501], [1.0886, -1.8461, -1.6663], [4.0470, -1.9236, -2.2919], [5.7082, -3.9870, 3.9637], [3.5623, -1.8239, -0.4507], [2.5655, -0.6955, -3.5748]], "atomic_forces_ev_per_a": [[-1.27, 1.21, -1.35], [0.08, 0.08, 6.06], [0.05, 1.65, 0.06], [-2.32, -0.11, 0.21], [-0.94, 0.46, -0.27], [-0.27, 0.34, -1.11], [-0.48, 0.70, 0.21], [-0.62, 1.27, 0.60], [1.31, -0.72, -5.18], [1.37, -2.71, 1.15], [1.64, -1.94, 0.46], [-1.75, -2.17, -1.88], [0.58, -0.50, 1.10], [0.17, 0.16, 0.21], [-0.87, -0.38, 0.02], [-0.99, 0.43, -1.44], [0.34, -0.73, -0.29], [0.42, -0.60, -0.97], [0.07, -0.59, -1.27], [0.00, 1.08, -1.94], [-0.71, 1.59, -0.23], [0.83, -0.26, 0.06], [-5.89, 4.55, 7.24], [-1.63, 1.53, -0.41], [0.54, -0.77, 0.86], [-1.11, -0.14, -0.21], [5.84, -3.01, -5.32], [0.88, 0.36, 1.09], [0.32, -1.64, 0.29], [-0.03, -0.08, -1.06], [-0.18, -0.01, 0.08], [-1.42, 2.29, -0.99], [0.33, -0.85, 1.70], [-0.68, -1.04, 0.20], [-0.35, -0.01, 0.49], [-0.21, 0.05, -0.02], [0.53, -1.51, 2.07], [-0.95, 0.93, 2.09], [0.38, -0.01, -0.16], [0.07, 0.09, 0.10], [-0.10, 0.21, -0.12], [-1.16, -1.81, 0.46], [0.74, -2.04, 0.62], [2.24, -0.49, 0.92], [0.89, 1.93, 1.30], [-0.06, 0.14, -0.05], [-0.46, 0.31, 1.87], [1.70, 0.96, -0.63], [2.54, 0.29, -0.06], [1.32, -1.06, -1.42], [-0.41, 2.58, -0.12], [0.81, -2.25, -2.46], [-0.06, -0.20, -0.15], [0.01, 0.10, -0.10], [2.33, -0.88, 0.28], [0.08, -0.01, -0.14], [-0.47, -2.38, -1.00], [0.03, -1.77, -1.85], [-1.89, -1.02, -1.15], [0.99, -0.39, -2.28], [1.78, 1.86, 0.31], [-0.56, 1.07, -1.90], [-1.41, 1.61, 1.65], [0.61, -2.15, 0.00], [-1.21, -0.31, 2.20], [-0.55, 0.79, -2.08], [-0.07, 1.81, 1.70], [-0.03, -0.25, 0.35], [-0.17, 0.01, -0.05], [-1.27, -0.68, 1.96], [-0.17, 0.20, 0.00], [-0.08, -0.20, -0.13], [-0.08, -0.04, 0.24], [-0.27, 2.34, -0.16], [0.63, 0.95, 1.96], [0.29, -0.65, -2.20], [1.44, 0.88, -1.61], [-1.03, 1.57, 1.62]], "max_force_ha_per_bohr": 0.202, "e_tot_ev": -106681.444, "homo_ev": -5.375, "charge": -1}